(1)
47
Properties=species:S:1:pos:R:3 method="wB97M-V/def2-TZVPD" total_energy_ha=-8471.21034 lumo_energy_ha="0.1467 / 0.1467" homo_ev="-1.498 / -1.516" homo_lumo_gap_ev="5.5 / 5.5" total_charge=-2 spin_multiplicity=2
Cr 0.332 0.062 -0.164
S -3.740 -1.240 -1.050
As -2.186 -1.630 0.332
S -1.400 0.283 1.226
S -0.244 -2.087 -0.682
S -2.672 -3.041 1.849
F -0.584 1.772 -4.539
C -1.441 2.391 -3.737
F -1.488 3.683 -4.067
F -2.645 1.861 -3.886
S -0.959 2.233 -1.974
O -0.887 0.767 -1.759
O -1.897 3.000 -1.220
N 0.494 2.870 -2.110
S 1.523 2.692 -0.929
O 2.413 3.799 -0.787
O 0.859 2.155 0.270
C 2.649 1.425 -1.727
F 2.028 0.238 -1.937
F 3.752 1.236 -1.041
F 2.975 1.908 -2.931
O 1.943 -0.220 0.730
C 2.809 -1.061 1.434
C 3.598 -0.152 2.400
C 4.467 -0.463 3.407
C 5.016 0.689 4.047
C 4.540 1.851 3.517
S 3.438 1.549 2.251
C 2.170 -2.187 2.251
C 0.935 -2.252 2.804
C 0.737 -3.423 3.599
C 1.829 -4.229 3.634
S 3.099 -3.591 2.676
C 3.801 -1.632 0.410
C 5.064 -1.203 0.136
C 5.641 -1.847 -0.999
C 4.786 -2.746 -1.564
S 3.296 -2.809 -0.737
H 4.706 -1.481 3.682
H 5.718 0.645 4.873
H 4.768 2.864 3.819
H 0.178 -1.494 2.663
H -0.215 -3.648 4.061
H 1.952 -5.184 4.126
H 5.562 -0.446 0.729
H 6.637 -1.645 -1.372
H 4.957 -3.379 -2.424


(2)
125
Properties=species:S:1:pos:R:3 method="wB97M-V/def2-TZVPD" total_energy_ha=-3069.35395 lumo_energy_ha="0.0937 / 0.0937" homo_ev="-4.701 / -4.804" homo_lumo_gap_ev="7.3 / 7.4" total_charge=-1 spin_multiplicity=3
V 0.079 -0.128 0.725
C 4.015 -0.336 -0.292
C 2.863 -0.231 -1.319
C 2.905 -1.499 -2.190
O 1.636 0.080 -0.811
H 4.955 -0.389 -0.860
H 3.968 -1.251 0.318
H 3.998 0.536 0.346
H 3.140 0.629 -2.097
H 2.267 -2.231 -1.682
H 3.913 -1.891 -2.427
H 2.441 -1.364 -3.200
C -2.362 1.954 2.997
C -1.629 0.608 3.025
C -2.420 -0.283 4.027
O -1.499 0.041 1.764
H -2.346 2.404 3.979
H -3.429 1.886 2.755
H -1.929 2.674 2.297
H -0.618 0.774 3.425
H -2.497 0.262 4.972
H -1.918 -1.221 4.196
H -3.404 -0.535 3.654
C -1.683 -2.653 -1.261
C -0.476 -3.152 -0.511
C 0.382 -4.246 -1.221
O 0.240 -2.095 -0.054
H -1.370 -2.012 -2.057
H -2.263 -2.026 -0.575
H -2.336 -3.465 -1.605
H -0.996 -3.658 0.352
H 1.134 -3.686 -1.749
H -0.186 -4.850 -1.886
H 0.930 -4.749 -0.443
C 2.825 2.401 1.597
C 1.488 2.040 2.229
C 0.898 3.113 3.128
O 0.586 1.640 1.224
H 2.863 1.772 0.711
H 3.741 2.347 2.185
H 2.803 3.463 1.315
H 1.676 1.137 2.810
H 1.611 3.418 3.893
H -0.050 2.758 3.529
H 0.662 4.007 2.550
C 0.472 -2.596 3.591
C 1.398 -1.421 3.474
C 2.833 -1.990 3.900
O 3.879 -1.049 3.653
C 5.059 -1.799 3.432
N 1.432 -1.068 2.017
H 0.553 -3.051 4.579
H 0.705 -3.299 2.793
H -0.566 -2.301 3.484
H 1.115 -0.656 4.170
H 3.045 -2.796 3.235
H 2.811 -2.265 4.939
H 5.176 -2.622 4.170
H 5.888 -1.084 3.423
H 4.965 -2.251 2.432
H 2.329 -0.611 1.755
H 1.435 -1.969 1.481
C -4.380 -4.322 0.793
C -4.271 -2.836 1.102
C -5.435 -2.332 1.977
O -6.621 -2.591 1.287
C -7.739 -2.135 2.074
N -3.064 -2.632 1.869
H -4.494 -4.928 1.707
H -3.462 -4.693 0.318
H -5.225 -4.630 0.165
H -4.263 -2.269 0.153
H -5.323 -1.245 2.084
H -5.412 -2.776 2.978
H -8.635 -2.515 1.588
H -7.734 -1.061 2.251
H -7.607 -2.654 3.044
H -2.932 -1.650 2.021
H -2.254 -2.937 1.348
C -1.551 3.171 -0.865
C -2.286 1.772 -0.897
C -3.287 1.646 -2.052
O -3.863 0.333 -2.119
C -4.724 -0.095 -1.073
N -1.307 0.709 -0.965
H -2.158 4.052 -0.656
H -1.090 3.323 -1.839
H -0.716 3.176 -0.122
H -2.793 1.730 0.066
H -2.743 1.655 -3.016
H -4.064 2.427 -2.049
H -4.134 -0.104 -0.142
H -5.013 -1.108 -1.343
H -5.511 0.643 -0.970
H -0.520 0.955 -1.526
H -1.674 -0.123 -1.406
C 2.683 4.638 -3.498
C 2.867 3.259 -2.883
C 4.091 3.126 -2.003
O 5.282 3.577 -2.701
C 6.487 3.239 -1.982
N 1.674 2.830 -2.157
H 1.721 4.742 -3.995
H 3.561 4.836 -4.119
H 2.620 5.419 -2.726
H 3.114 2.653 -3.750
H 4.193 2.030 -1.828
H 3.973 3.663 -1.050
H 7.353 3.666 -2.503
H 6.625 2.159 -2.007
H 6.495 3.556 -0.908
H 1.578 3.417 -1.322
H 1.807 1.862 -1.798
C -0.854 -0.330 -4.847
C 0.295 0.581 -4.494
C 1.402 0.759 -5.560
O -0.336 1.821 -4.296
H -1.417 0.001 -5.744
H -1.592 -0.393 -4.025
H -0.541 -1.345 -5.077
H 0.822 0.269 -3.602
H 1.011 0.935 -6.565
H 2.017 -0.156 -5.575
H 1.987 1.661 -5.304
H 0.231 2.405 -3.752


(3)
20
Properties=species:S:1:pos:R:3 method="wB97M-V/def2-TZVPD" total_energy_ha=-1426.99772 lumo_energy_ha=0.0223 homo_ev=-8.739 homo_lumo_gap_ev=9.3 spin_multiplicity=1 smiles="C#C[C@H](CC[P@H](=S)S)N=C"
C 1.915 1.514 1.824
C 1.834 1.043 0.725
C 1.559 0.411 -0.551
C -0.054 0.574 -0.731
C -1.000 -0.191 0.165
P -2.721 -0.008 -0.392
S -3.692 1.581 0.195
S -3.581 -1.750 0.376
N 1.801 -0.995 -0.634
C 2.854 -1.495 -0.137
H 2.054 2.246 2.539
H 2.055 1.029 -1.262
H -0.302 0.359 -1.927
H -0.345 1.656 -0.665
H -0.691 -1.248 0.152
H -0.962 0.132 1.199
H -2.945 -0.235 -1.770
H -4.633 -1.211 0.935
H 3.207 -2.442 -0.504
H 3.646 -0.971 0.464


(4)
55
Properties=species:S:1:pos:R:3 method="wB97M-V/def2-TZVPD" total_energy_ha=-4176.11692 lumo_energy_ha=-0.1202 homo_ev=-9.260 homo_lumo_gap_ev=6.0 total_charge=+1 spin_multiplicity=1
Mo -0.061 -0.861 0.022
C -0.295 -3.046 -0.373
C -0.886 -2.959 -1.796
S -0.360 -1.311 -2.467
C -1.917 -0.423 -2.779
C -1.651 1.057 -2.504
S -0.865 1.437 -0.890
C -2.280 2.057 0.075
C -3.451 1.119 0.338
S -3.163 -0.144 1.606
C -2.889 -1.616 0.578
C -2.567 -2.769 1.512
S -1.518 -4.003 0.701
H 0.952 -2.057 -0.497
H 0.476 -3.815 -0.353
H -1.975 -2.959 -1.801
H -0.545 -3.731 -2.485
H -2.694 -0.816 -2.127
H -2.221 -0.552 -3.819
H -2.580 1.627 -2.550
H -0.986 1.465 -3.267
H -2.629 2.942 -0.460
H -1.812 2.372 1.007
H -3.841 0.660 -0.573
H -4.263 1.731 0.737
H -2.085 -1.376 -0.130
H -3.764 -1.834 -0.038
H -3.471 -3.296 1.812
H -2.031 -2.431 2.397
S 0.269 -1.333 2.447
C 0.593 0.204 1.687
S 0.422 1.773 2.268
S 2.212 -0.212 0.547
N 2.658 6.121 -1.514
C 3.576 5.475 -0.774
S 4.995 6.108 -0.277
C 3.229 4.055 -0.465
C 2.744 3.202 -1.473
C 2.481 1.896 -1.177
N 2.670 1.424 0.072
C 3.092 2.229 1.065
C 3.414 3.549 0.805
H 2.823 7.091 -1.732
H 1.727 5.758 -1.628
H 2.616 3.552 -2.487
H 2.134 1.167 -1.896
H 3.230 1.763 2.029
H 3.800 4.175 1.597
C 1.668 -5.148 2.796
O 0.704 -4.854 1.741
C -0.459 -4.439 2.166
O -0.915 -4.382 3.258
H 2.542 -5.528 2.280
H 1.252 -5.891 3.471
H 1.892 -4.223 3.321


(5)
11
Properties=species:S:1:pos:R:3 method="wB97M-V/def2-TZVPD" total_energy_ha=-285.33340 lumo_energy_ha=-0.0053 homo_ev=-10.828 homo_lumo_gap_ev=10.7 spin_multiplicity=1 smiles="CCC(=O)C#N"
C 1.303 -0.498 -0.514
C 0.380 0.483 0.250
C -0.888 -0.209 0.480
O -0.933 -1.352 0.877
C -2.038 0.618 0.145
N -2.870 1.191 -0.412
H 0.646 -1.178 -1.079
H 1.861 -1.129 0.165
H 1.973 -0.031 -1.249
H 0.413 1.524 -0.087
H 0.152 0.582 1.426